# 1
DFT (the ωB97M-V functional and the def2-TZVPD basis) results for a cluster of 3 separate species, C4H13NO2 in total.

Computed properties:
E_LUMO: 0.7 eV
DFT total energy: -365.4026 Eh
Energy above the lowest of the compared OMol25 structures with the same formula, charge and spin: 1.086 eV
SMILES: C=CNCC.O.O
Orbital gap: 8.245 eV
HOMO energy: -7.57 eV

The geometry in XYZ format:
```
20
C4H13NO2 | the Open Molecules 2025 dataset | the ωB97M-V functional and the def2-TZVPD basis
C -2.112 1.185 -0.561
C -1.687 0.494 0.498
N -0.589 -0.296 0.561
C 0.008 -0.968 1.687
C 1.490 -1.251 1.438
H -3.064 1.673 -0.490
H -1.594 1.308 -1.507
H -2.198 0.645 1.447
H -0.169 -0.659 -0.288
H -0.136 -0.461 2.640
H -0.452 -1.949 1.854
H 1.936 -1.534 2.393
H 1.676 -1.790 0.527
H 1.955 -0.253 1.370
H 0.542 1.731 -0.222
H 1.438 2.406 -1.266
O 1.325 1.587 -0.770
H 1.154 -1.370 -2.871
H 1.117 -0.036 -1.990
O 0.660 -0.864 -2.225
```

***

# 2
DFT (the ωB97M-V functional and the def2-TZVPD basis) results for the molecule C4H4O2.

Computed properties:
E_LUMO: 0.9 eV
DFT total energy: -305.2093 Eh
Energy above the lowest of the compared OMol25 structures with the same formula, charge and spin: 1.910 eV
SMILES: O=C1C[C@H]2O[C@@H]12
Orbital gap: 10.684 eV
HOMO energy: -9.75 eV

The geometry in XYZ format:
```
10
C4H4O2 | the Open Molecules 2025 dataset | the ωB97M-V functional and the def2-TZVPD basis
O -1.839 0.329 1.364
C -0.933 0.147 0.602
C 0.245 -0.844 0.594
C 0.788 -0.066 -0.604
O -0.211 -0.072 -1.611
C -0.317 0.908 -0.576
H 0.104 -1.929 0.484
H 0.701 -0.504 1.537
H 1.815 0.084 -0.915
H -0.354 1.947 -0.873
```

***

# 3
DFT (the ωB97M-V functional and the def2-TZVPD basis) results for a cluster of 2 separate species, C4H3I in total.

Computed properties:
E_LUMO: 0.6 eV
DFT total energy: -451.7567 Eh
Energy above the lowest of the compared OMol25 structures with the same formula, charge and spin: 1.573 eV
SMILES: C#CC#C.I
Orbital gap: 10.298 eV
HOMO energy: -9.67 eV

The geometry in XYZ format:
```
8
C4H3I | the Open Molecules 2025 dataset | the ωB97M-V functional and the def2-TZVPD basis
C 2.538 -1.379 0.276
C 1.711 -0.657 -0.262
C -0.151 0.919 -1.043
C 0.730 0.250 -0.580
I -3.795 0.744 0.643
H 3.122 -2.255 0.464
H -0.904 1.410 -1.609
H -3.252 0.967 2.110
```

***

# 4
DFT (the ωB97M-V functional and the def2-TZVPD basis) results for a structure of composition C5H12N2.

Computed properties:
E_LUMO: 0.4 eV
DFT total energy: -306.9367 Eh
Energy above the lowest of the compared OMol25 structures with the same formula, charge and spin: 7.963 eV
Orbital gap: 8.854 eV
HOMO energy: -8.49 eV

The geometry in XYZ format:
```
19
C5H12N2 | the Open Molecules 2025 dataset | the ωB97M-V functional and the def2-TZVPD basis
C -1.886 -0.593 2.114
C -1.931 -1.382 0.952
C 0.304 0.345 -0.357
C 2.712 1.450 -1.103
C 0.727 1.021 -1.683
N 1.722 2.191 -1.471
N -1.106 -2.282 0.499
H -0.952 -0.743 2.656
H -1.398 -0.084 0.992
H -2.672 -0.720 2.866
H -2.833 -1.315 0.343
H 0.227 1.214 0.300
H -0.675 -0.081 -0.615
H 3.274 0.824 -1.818
H 3.235 1.625 -0.152
H 1.196 0.496 -2.525
H -0.209 1.424 -2.083
H -0.689 -2.894 1.201
H 0.952 -0.495 -0.117
```

***

# 5
DFT (the ωB97M-V functional and the def2-TZVPD basis) results for the molecule C21H24N2O6S.

Computed properties:
E_LUMO: -0.1 eV
DFT total energy: -1773.7906 Eh
Energy above the lowest of the compared OMol25 structures with the same formula, charge and spin: 1.256 eV
SMILES: O=C(COC(=O)c1cccc(S(=O)(=O)N2CCOCC2)c1)NCCc1ccccc1
Orbital gap: 9.167 eV
HOMO energy: -9.30 eV

The geometry in XYZ format:
```
54
C21H24N2O6S | the Open Molecules 2025 dataset | the ωB97M-V functional and the def2-TZVPD basis
O -4.824 -0.852 -1.081
C -3.846 -0.238 -1.440
N -2.737 -0.798 -1.956
H -1.959 -0.196 -2.181
C -2.468 -2.213 -1.852
H -2.237 -2.618 -2.842
H -3.389 -2.673 -1.489
C -1.299 -2.479 -0.890
C -1.431 -1.666 0.373
C -0.416 -0.799 0.753
C -0.545 -0.015 1.888
C -1.700 -0.076 2.646
C -2.716 -0.943 2.276
C -2.579 -1.738 1.153
H -3.379 -2.408 0.876
H -3.620 -0.997 2.862
H -1.810 0.548 3.520
H 0.257 0.652 2.172
H 0.487 -0.730 0.161
H -1.279 -3.545 -0.655
H -0.358 -2.223 -1.384
C -3.787 1.294 -1.390
H -4.419 1.650 -0.571
H -4.153 1.705 -2.337
O -2.446 1.733 -1.203
C -2.158 2.422 -0.091
O -2.973 2.798 0.709
C -0.694 2.663 0.035
C 0.227 1.944 -0.720
C 1.574 2.148 -0.511
C 2.033 3.080 0.402
C 1.114 3.807 1.145
C -0.242 3.587 0.974
H -0.972 4.125 1.559
H 1.457 4.537 1.861
H 3.096 3.229 0.507
S 2.714 1.107 -1.419
O 4.014 1.713 -1.437
O 2.108 0.730 -2.660
N 2.714 -0.276 -0.440
C 3.460 -0.090 0.790
H 3.041 0.769 1.316
C 3.320 -1.352 1.646
H 3.946 -1.279 2.537
O 3.755 -2.495 0.952
C 3.027 -2.670 -0.240
H 3.434 -3.562 -0.719
C 3.179 -1.455 -1.155
H 2.576 -1.552 -2.057
H 4.235 -1.339 -1.438
H 1.963 -2.827 -0.007
H 2.267 -1.471 1.943
H 4.519 0.103 0.569
H -0.080 1.231 -1.465
```

***

# 6
DFT (the ωB97M-V functional and the def2-TZVPD basis) results for a cluster of 8 separate species, C40H80N4O16P4 in total.

Computed properties:
E_LUMO: 0.6 eV
DFT total energy: -4360.7608 Eh
Energy above the lowest of the compared OMol25 structures with the same formula, charge and spin: 0.514 eV
SMILES: CCOP(=O)(OCC)OCC.CCOP(=O)(OCC)OCC.CCOP(=O)(OCC)OCC.CCOP(=O)(OCC)OCC.c1cc[nH]c1.c1cc[nH]c1.c1cc[nH]c1.c1cc[nH]c1
Orbital gap: 8.518 eV
HOMO energy: -7.91 eV

The geometry in XYZ format:
```
144
C40H80N4O16P4 | the Open Molecules 2025 dataset | the ωB97M-V functional and the def2-TZVPD basis
N -7.572 1.440 2.985
C -7.467 1.514 1.625
C -6.237 1.090 1.267
C -5.557 0.646 2.436
C -6.405 0.823 3.499
H -8.349 1.647 3.566
H -8.285 1.806 1.017
H -5.862 1.241 0.245
H -4.614 0.144 2.428
H -6.264 0.561 4.550
N -2.759 2.012 4.058
C -3.357 3.126 3.511
C -2.567 4.206 3.848
C -1.549 3.727 4.725
C -1.670 2.366 4.762
H -3.193 1.116 3.937
H -4.261 3.040 2.917
H -2.824 5.222 3.584
H -0.786 4.230 5.268
H -1.081 1.558 5.239
N 1.361 -4.916 -0.598
C 1.521 -6.133 -1.222
C 0.431 -6.260 -2.080
C -0.398 -5.104 -1.899
C 0.251 -4.294 -0.996
H 2.160 -4.428 -0.166
H 2.249 -6.826 -0.903
H 0.215 -7.146 -2.704
H -1.329 -4.940 -2.495
H -0.032 -3.330 -0.707
N -0.465 0.834 -0.654
C -1.713 0.361 -0.261
C -2.062 0.986 0.876
C -0.997 1.770 1.325
C 0.018 1.580 0.400
H 0.141 0.278 -1.303
H -2.213 -0.404 -0.820
H -3.036 1.021 1.397
H -1.054 2.531 2.109
H 0.954 2.100 0.314
C 1.670 4.393 2.350
C 0.846 5.444 1.704
O 1.055 5.338 0.283
P -0.151 5.757 -0.641
O 0.174 5.855 -2.115
O -0.827 7.119 -0.032
C -0.664 8.322 -0.751
C -1.756 8.511 -1.798
O -1.149 4.639 -0.260
C -2.331 4.341 -1.067
C -3.560 5.065 -0.624
H 1.412 4.362 3.395
H 1.517 3.378 1.875
H 2.752 4.678 2.302
H -0.146 5.322 2.006
H 1.140 6.468 1.892
H -0.777 9.081 0.001
H 0.323 8.332 -1.191
H -1.619 7.641 -2.516
H -2.782 8.620 -1.392
H -1.674 9.400 -2.383
H -2.086 4.617 -2.082
H -2.424 3.249 -1.014
H -3.480 6.148 -0.807
H -4.436 4.647 -1.169
H -3.691 4.878 0.483
C 1.919 -1.127 1.501
C 2.794 -1.000 0.319
O 4.229 -1.140 0.740
P 4.860 -2.530 0.959
O 4.128 -3.630 0.273
O 6.377 -2.352 0.578
C 6.766 -2.463 -0.775
C 8.221 -2.207 -0.965
O 4.890 -2.583 2.556
C 5.196 -3.870 3.215
C 6.725 -4.021 3.500
H 0.924 -1.401 1.228
H 2.399 -1.892 2.134
H 1.865 -0.184 2.010
H 2.548 -1.741 -0.477
H 2.814 -0.060 -0.144
H 6.531 -3.438 -1.132
H 6.189 -1.773 -1.415
H 8.562 -2.636 -1.908
H 8.423 -1.103 -0.944
H 8.780 -2.724 -0.160
H 4.732 -3.864 4.211
H 4.649 -4.626 2.600
H 7.437 -4.411 2.829
H 7.136 -2.985 3.752
H 6.845 -4.577 4.452
C -1.065 -1.369 4.596
C -1.683 -2.123 3.444
O -3.181 -2.034 3.582
P -4.268 -2.869 2.765
O -5.630 -2.837 3.343
O -4.159 -2.245 1.321
C -5.365 -2.188 0.421
C -4.748 -1.792 -0.855
O -3.588 -4.278 2.726
C -3.816 -5.175 1.616
C -3.859 -6.552 2.160
H -1.251 -0.295 4.447
H -1.511 -1.668 5.540
H -0.013 -1.555 4.598
H -1.452 -1.589 2.500
H -1.486 -3.190 3.458
H -5.792 -3.210 0.386
H -6.095 -1.485 0.824
H -4.004 -2.579 -1.051
H -5.407 -1.807 -1.674
H -4.329 -0.806 -0.682
H -4.812 -5.018 1.211
H -3.044 -4.991 0.874
H -4.145 -7.226 1.321
H -2.912 -6.846 2.561
H -4.644 -6.711 2.944
C 2.724 2.918 -4.302
C 3.834 1.900 -4.086
O 3.395 0.696 -4.722
P 2.827 -0.573 -4.029
O 2.078 -0.462 -2.808
O 2.025 -1.194 -5.276
C 0.638 -0.807 -5.508
C 0.217 -1.060 -6.946
O 4.048 -1.523 -3.904
C 5.032 -1.634 -4.966
C 4.848 -2.974 -5.741
H 2.943 3.809 -3.719
H 2.556 3.102 -5.361
H 1.774 2.546 -3.918
H 4.704 2.266 -4.641
H 4.049 1.757 -3.016
H -0.026 -1.406 -4.866
H 0.461 0.232 -5.219
H 0.900 -1.853 -7.418
H -0.860 -1.333 -7.029
H 0.239 -0.199 -7.562
H 4.971 -0.724 -5.558
H 5.990 -1.630 -4.460
H 5.675 -3.256 -6.392
H 4.593 -3.740 -5.013
H 4.006 -2.888 -6.388
```

***

# 7
DFT (the ωB97M-V functional and the def2-TZVPD basis) results for a structure of composition C10H24ClIN2NdOPS.

Computed properties:
E_LUMO (spin up / spin down): -8.0 / -7.8 eV
DFT total energy: -2638.4780 Eh
Multiplicity: 4
Net charge: +2
Orbital gap (spin up / spin down): 7.004 / 7.174 eV
HOMO energy (spin up / spin down): -15.00 / -15.01 eV

The geometry in XYZ format:
```
42
C10H24ClIN2NdOPS | the Open Molecules 2025 dataset | the ωB97M-V functional and the def2-TZVPD basis
C 1.524 -2.388 -1.547
I -1.203 -2.776 0.045
H 1.689 -1.931 -0.469
H 1.860 -1.665 -2.320
H 2.319 -3.178 -1.689
Nd 0.741 -0.101 1.654
P 1.720 -3.382 1.537
C 1.172 -4.978 0.767
C 3.487 -3.789 1.336
H 1.809 -2.855 3.854
H 2.085 -4.637 3.582
H 0.428 -3.918 3.526
C 1.488 -3.754 3.313
H 4.085 -2.934 1.697
H 3.705 -4.733 1.884
H 1.769 -5.832 1.133
H 1.295 -4.911 -0.323
H 3.711 -3.942 0.260
H 0.109 -5.173 0.944
C 0.105 -2.744 -1.740
O -0.614 -2.487 -2.746
Cl 3.079 0.313 2.280
C -0.020 5.432 -1.689
C -0.862 4.185 -1.873
N -0.385 3.135 -0.945
C -1.103 2.004 -0.738
S -0.248 0.501 -0.909
N -2.434 2.100 -0.521
C -3.003 3.198 0.288
C -4.381 3.596 -0.214
H -0.095 5.787 -0.652
H -0.365 6.257 -2.327
H 1.040 5.261 -1.924
H -1.915 4.394 -1.676
H -0.770 3.801 -2.895
H 0.610 2.901 -1.127
H -2.900 1.191 -0.389
H -3.042 2.897 1.347
H -2.298 4.046 0.250
H -5.121 2.842 0.087
H -4.690 4.553 0.234
H -4.381 3.713 -1.306
```

***

# 8
DFT (the ωB97M-V functional and the def2-TZVPD basis) results for a cluster of 2 separate species, C3H7O in total.

Computed properties:
E_LUMO (spin up / spin down): -7.3 / -6.5 eV
DFT total energy: -193.2304 Eh
Net charge: +1
Energy above the lowest of the compared OMol25 structures with the same formula, charge and spin: 5.442 eV
Orbital gap (spin up / spin down): 5.261 / 9.042 eV
HOMO energy (spin up / spin down): -12.58 / -15.53 eV

The geometry in XYZ format:
```
11
C3H7O | the Open Molecules 2025 dataset | the ωB97M-V functional and the def2-TZVPD basis
C -0.857 1.292 1.879
C 1.545 -1.659 -1.413
C -0.788 0.529 -0.242
O -0.803 0.376 1.010
H -1.154 0.883 2.780
H -1.014 2.347 1.849
H 1.906 -1.125 -0.575
H 2.073 -2.044 -2.223
H 0.503 -1.737 -1.521
H -0.684 1.511 -0.698
H -0.728 -0.373 -0.847
```